(1)
Entry from the OMol25 dataset: a molecular structure, C12H21Cl2MnN4PSSe3Te in a non-equilibrium geometry (the ωB97M-V functional and the def2-TZVPD basis).

The value obtained for the calculated total energy is -298524.0671 eV. Its charge is +4. Its expectation value of S² is 0.752. The value obtained for the HOMO energy (spin up / spin down) is -18.915 / -20.102 eV. As for the largest force on an atom: 0.076 Eh/bohr. The orbital gap (spin up / spin down) comes out at 0.158 / 0.201 Ha. Its spin multiplicity is 2.

Cartesian coordinates (Å):
Mn (-1.1697, -1.1469, -1.5720)
C (-3.7072, 2.3607, -0.8276)
C (-3.0154, 0.9736, -0.8404)
N (-1.8173, 0.7672, -1.2576)
N (-1.0484, 1.8049, -1.6667)
C (0.0553, 1.5324, -2.3190)
N (0.7462, 2.4944, -2.9148)
S (0.6426, -0.1324, -2.5281)
C (-3.6624, -0.2528, -0.3325)
C (-4.7734, -0.1940, 0.5485)
C (-5.1617, -1.3062, 1.2501)
C (-4.5235, -2.5381, 1.0574)
C (-3.4169, -2.5003, 0.1584)
N (-2.9267, -1.4058, -0.4806)
H (-4.7572, 2.3478, -0.5808)
H (-3.8025, 2.7317, -1.8362)
H (-3.2037, 3.0280, -0.1633)
H (-1.4340, 2.7536, -1.7076)
H (0.3508, 3.3999, -2.9236)
H (1.6462, 2.2158, -3.2931)
H (-5.2791, 0.7718, 0.7626)
H (-5.9541, -1.2266, 1.9527)
H (-5.0192, -3.4568, 1.4312)
H (-2.8820, -3.4129, -0.0275)
Se (-0.2897, -3.3598, -2.0170)
Se (0.4519, -3.2866, -4.2290)
Te (-1.4395, -2.2035, -5.2922)
Se (-2.6435, -1.1291, -3.4978)
C (6.2309, 0.9298, 0.2987)
P (5.5905, -0.0708, 1.5857)
C (6.0801, 0.3652, 3.3616)
C (3.9001, -0.7106, 1.5570)
H (7.3004, 0.7201, 0.3406)
H (5.9618, 2.1327, 0.5129)
H (5.7070, 0.7334, -0.6353)
H (5.5728, 1.2722, 3.6533)
H (7.1674, 0.4503, 3.4659)
H (5.8728, -0.5059, 4.1968)
H (3.5205, -0.6207, 0.5415)
H (3.3484, -0.1347, 2.2937)
H (3.9044, -1.7424, 1.8995)
Cl (0.0078, -1.4173, 0.6104)
C (-0.4603, -0.5722, 2.1615)
Cl (-0.6208, 1.2499, 1.9633)
H (0.3670, -0.7270, 2.8936)
H (-1.4166, -0.9817, 2.4459)



(2)
Entry from the OMol25 dataset: 13 unconnected molecules or ions with the total composition C30H62O33S4 in a non-equilibrium geometry (the ωB97M-V functional and the def2-TZVPD basis).

The value obtained for the calculated total energy is -143020.9303 eV. Its charge is 0. The value obtained for the HOMO energy is -10.604 eV. As for the largest force on an atom: 0.051 Eh/bohr. The orbital gap comes out at 0.384 Ha. Its spin multiplicity is 1.

Cartesian coordinates (Å):
O (13.9650, 16.4539, -21.9210)
S (12.8484, 15.9461, -22.6680)
O (11.5090, 16.1990, -22.2250)
O (13.0289, 16.4504, -24.1708)
C (12.4609, 17.7479, -24.4704)
C (13.5105, 18.5294, -25.2295)
C (13.1037, 14.1806, -22.9444)
H (12.1023, 18.3522, -23.6372)
H (11.5731, 17.6059, -25.0924)
H (13.0328, 19.4408, -25.5974)
H (13.8838, 18.0002, -26.1023)
H (14.2768, 18.7740, -24.4944)
H (14.1211, 13.8177, -22.8618)
H (12.6595, 13.8736, -23.8934)
H (12.4471, 13.6305, -22.2652)
O (2.2706, 22.2150, -24.5499)
S (1.6396, 21.4119, -25.5415)
O (1.4495, 21.8768, -26.8835)
O (2.3654, 19.9683, -25.6354)
C (1.7506, 18.9463, -26.4093)
C (2.6718, 18.0472, -27.2574)
C (0.0423, 20.7760, -24.8839)
H (1.0113, 19.3795, -27.0864)
H (1.1969, 18.2891, -25.7308)
H (2.0214, 17.5140, -27.9488)
H (3.1754, 17.3962, -26.5488)
H (3.3451, 18.6137, -27.8988)
H (-0.5874, 21.6345, -24.6538)
H (0.1973, 20.3083, -23.9067)
H (-0.4565, 20.0245, -25.4863)
O (4.3720, 18.0843, -19.5373)
S (4.3031, 16.6814, -19.2552)
O (3.9364, 16.3199, -17.9047)
O (3.2256, 16.1334, -20.3019)
C (2.7584, 14.7462, -20.2355)
C (3.1665, 13.9012, -21.4424)
C (5.8092, 15.8084, -19.7770)
H (1.6876, 14.9100, -20.1467)
H (3.1479, 14.2763, -19.3336)
H (4.2324, 13.7032, -21.3355)
H (2.9894, 14.3780, -22.4110)
H (2.6051, 12.9838, -21.6276)
H (6.4298, 15.8380, -18.8756)
H (6.3672, 16.4236, -20.4729)
H (5.5814, 14.7693, -19.9787)
O (6.8068, 15.2656, -22.5887)
S (7.1764, 14.1485, -23.4149)
O (6.5724, 12.8413, -23.2288)
O (6.8409, 14.5658, -24.9372)
C (5.5133, 14.3076, -25.4154)
C (5.0077, 15.5275, -26.1408)
C (8.9898, 14.0932, -23.5311)
H (4.8319, 13.9962, -24.6205)
H (5.5366, 13.4590, -26.1022)
H (5.0539, 16.3789, -25.4473)
H (3.9514, 15.4576, -26.3855)
H (5.6483, 15.8960, -26.9407)
H (9.3801, 14.8124, -22.8152)
H (9.2097, 14.2250, -24.5835)
H (9.3336, 13.1349, -23.1481)
O (2.9770, 10.5701, -24.7541)
H (3.5137, 10.0014, -24.1878)
H (3.5586, 11.3014, -24.9904)
O (2.7807, 15.3978, -29.7835)
H (2.3519, 16.2191, -30.0429)
H (2.5730, 15.2967, -28.8388)
O (9.2634, 16.1085, -27.4134)
H (8.6983, 15.4309, -27.0225)
H (8.6513, 16.7170, -27.8446)
C (8.3276, 12.4197, -28.2707)
C (8.3223, 13.3688, -29.4922)
O (6.9677, 13.5923, -29.7813)
C (6.2195, 13.2332, -28.7146)
O (5.0752, 13.4703, -28.5573)
O (6.9333, 12.3827, -27.9579)
H (8.9027, 12.8165, -27.4423)
H (8.6225, 11.4197, -28.5836)
H (8.8970, 13.0698, -30.3670)
H (8.7963, 14.3095, -29.1886)
C (9.6966, 9.1956, -24.8297)
C (8.5661, 10.1146, -25.2498)
O (9.2458, 11.3901, -25.4071)
C (10.4943, 11.2958, -24.9348)
O (11.3105, 12.1702, -24.9696)
O (10.7699, 10.0623, -24.4731)
H (10.0523, 8.5387, -25.6238)
H (9.3754, 8.5664, -23.9984)
H (7.8414, 10.3424, -24.4720)
H (8.1741, 9.6892, -26.1705)
C (5.7375, 11.5250, -19.8995)
C (6.6110, 10.6297, -20.7867)
O (5.6706, 9.7727, -21.4204)
C (4.4046, 10.0988, -21.0546)
O (3.3862, 9.7614, -21.5595)
O (4.4218, 11.0371, -20.0729)
H (5.8241, 12.5782, -20.1730)
H (6.0072, 11.4256, -18.8478)
H (7.1874, 10.0495, -20.0664)
H (7.1869, 11.2642, -21.4528)
C (10.7930, 12.8104, -17.3885)
C (9.2831, 12.5726, -17.3932)
O (8.8925, 12.6447, -18.7376)
C (9.9290, 13.1467, -19.4782)
O (9.9007, 13.3943, -20.6308)
O (11.0649, 13.2086, -18.7211)
H (11.3044, 11.8663, -17.1768)
H (11.1118, 13.4872, -16.5995)
H (8.8674, 13.3676, -16.7653)
H (9.0054, 11.6271, -16.9313)
C (-0.5079, 15.5740, -24.6543)
C (0.7218, 14.8811, -24.0487)
O (1.6105, 14.9370, -25.1601)
C (0.8925, 14.9463, -26.3024)
O (1.2558, 14.7680, -27.4219)
O (-0.3854, 15.2095, -26.0204)
H (-0.4961, 16.6616, -24.5547)
H (-1.3757, 15.2863, -24.0589)
H (0.5001, 13.8805, -23.6857)
H (1.1119, 15.5614, -23.2933)
C (4.2801, 18.4947, -23.2270)
C (3.4497, 17.2179, -23.4200)
O (2.2487, 17.5862, -22.7490)
C (2.3122, 18.8036, -22.1845)
O (1.3773, 19.2983, -21.6293)
O (3.5400, 19.3219, -22.3157)
H (4.3507, 19.0926, -24.1326)
H (5.2163, 18.2315, -22.7387)
H (3.8658, 16.3541, -22.9039)
H (3.3799, 17.0234, -24.4872)